A cluster of 3 separate species, C15H25ClN2O10P2 in total in a non-equilibrium geometry, computed with wB97M-V/def2-TZVPD.

```
55
Properties=species:S:1:pos:R:3:forces:R:3
H 3.144654 7.539394 -2.244877 -0.053 -0.063 0.042
H 1.503915 7.377967 -2.903314 0.022 -0.073 0.048
H -0.274156 1.583317 -1.172934 -0.131 0.022 0.095
O -1.508217 1.169571 0.412435 -0.523 -0.333 0.209
P -1.690016 0.317237 1.749107 -0.015 -0.133 -0.098
H 0.338762 0.857513 4.259749 -0.035 -0.029 -0.061
H -1.560289 7.209834 -0.446286 -0.001 -0.010 0.035
O 4.669316 -5.460573 -0.917044 -0.366 -0.528 -0.185
H -2.187878 5.541231 -2.632921 0.087 0.002 -0.023
C 2.331303 -7.596949 -2.508527 -0.097 0.508 1.193
H 2.845213 6.478745 -3.635628 -0.038 -0.075 0.086
H -1.771834 -6.157796 -0.153586 1.221 0.226 -0.033
C -0.192669 1.308175 -0.122919 0.579 0.089 -0.038
H 0.338908 2.100378 0.404329 -0.026 0.008 -0.117
C -0.067951 -6.939671 -1.363641 1.625 1.290 1.292
O 0.485656 6.924727 -0.511392 0.435 -0.239 -0.115
H 0.365020 0.372447 -0.047732 -0.124 -0.046 -0.002
H 0.041265 -4.836787 2.690584 0.029 0.483 -1.040
C 0.182855 -5.280663 0.563613 0.597 0.268 -0.423
H -0.631045 7.922193 0.884328 0.117 -0.028 -0.100
C -3.955687 1.574980 1.965041 -0.371 0.375 0.008
N 3.640403 -7.240838 -2.064285 0.512 1.003 -0.548
C -0.719652 7.053870 0.233537 -0.385 0.072 0.177
H -0.015705 -3.347800 1.678082 -0.588 -0.821 -0.218
O -0.150002 5.402230 -2.421342 0.375 0.048 0.279
O 2.243761 5.740411 -1.814637 -0.751 -0.102 0.356
O 0.754520 4.367106 -0.231893 -0.011 0.355 -0.244
C -0.389535 -4.400334 1.734077 0.408 -1.111 0.374
C 0.233574 1.239031 3.244001 0.435 0.134 0.219
C 2.433728 6.847676 -2.696524 0.229 0.408 -0.363
H -2.072268 -5.495025 1.837897 -0.114 0.547 -0.002
C 3.709649 -6.131399 -1.178505 -2.182 -0.487 0.135
C 2.229835 -5.998011 -0.701422 -1.746 0.242 0.683
O 2.119721 -8.343045 -3.426765 -0.170 0.462 0.440
H -4.635117 1.594599 1.112642 0.068 -0.046 0.010
C 1.650950 -5.189901 0.365365 -1.067 -1.766 -1.743
H -2.113590 -4.202772 2.794561 0.028 0.171 -0.608
O -3.257978 0.330848 1.969613 0.741 0.031 -0.097
H 0.805971 0.605814 2.565687 -0.092 -0.047 0.046
H -0.900326 6.170692 0.849069 0.053 0.000 -0.035
H -0.670710 -7.591984 -2.036549 0.520 0.676 0.751
H 0.633635 2.252648 3.201288 -0.086 -0.022 -0.023
O -1.151659 1.282811 2.905335 -0.329 -0.258 -0.230
O -1.081093 -1.016704 1.723771 -0.131 0.340 0.096
C 1.373321 -6.866656 -1.527068 -0.154 1.084 1.096
Cl 2.678281 -4.164655 1.412265 -1.056 -0.984 -1.020
C -1.449368 4.840801 -2.241029 -0.445 -0.148 -0.100
H -1.513566 3.907401 -2.800119 0.033 0.029 0.052
H -4.536827 1.652575 2.883863 0.070 -0.078 -0.017
H -1.673400 4.642460 -1.192213 0.100 -0.064 -0.035
H 4.405716 -7.272845 -2.738424 -0.310 -0.414 0.209
N -1.869923 -4.484621 1.837088 0.572 -0.604 0.228
H -3.280737 2.429066 1.901694 0.014 -0.086 0.006
C -0.664139 -6.121280 -0.289693 2.284 -0.181 -0.614
P 0.825406 5.502558 -1.157752 0.244 -0.099 -0.031
```
Positions in Å, forces in eV/Å.

Properties
SMILES   NCc1ccc2c(c1Cl)C(=O)NC2=O.COP(=O)(OC)OC.COP(=O)(OC)OC
DFT total energy   -2591.5667 Ha

---

A structure of composition C26H30Cl4N6O2S4V, computed with wB97M-V/def2-TZVPD.

```
73
Properties=species:S:1:pos:R:3:forces:R:3
C -4.402837 -2.237092 -2.996244 -0.001 -0.017 -0.005
H -0.849921 -3.668932 -3.678997 0.010 0.013 -0.002
C -1.082011 2.562824 2.883290 -0.106 0.170 -0.029
C 2.558175 -2.154213 0.426307 -0.002 0.004 -0.024
H -4.999938 1.336476 0.042124 -0.011 -0.012 0.027
C -3.094749 1.558710 -1.732085 0.062 -0.017 -0.080
O -0.085920 -3.257077 0.859237 -0.068 -0.107 -0.058
N 2.358953 -1.302008 -1.886521 -0.059 -0.008 -0.006
H 3.623618 0.135573 -1.128774 0.000 0.001 -0.001
H 0.283402 2.032493 -0.160621 0.009 0.008 -0.002
C 0.438278 -3.611541 -0.235490 -0.024 -0.056 0.098
H -4.460353 3.598263 0.648079 0.003 0.001 -0.010
H -1.030698 -1.525585 -3.372427 0.022 -0.001 -0.004
H -1.963243 -4.126241 -1.597049 -0.017 -0.001 -0.005
H 0.362741 -0.499708 -2.937862 0.014 0.001 0.006
Cl 0.935837 -6.032830 0.664469 -0.002 0.003 0.007
N 0.654638 -2.593625 -2.681154 -0.009 0.022 -0.008
H -0.227358 2.104432 3.385300 -0.015 0.012 -0.011
C 3.697241 -0.741452 -1.769497 -0.014 -0.006 -0.008
C -3.979505 -0.946500 -2.574211 0.010 0.001 0.018
C 1.618598 -1.526900 -0.624094 0.118 -0.084 -0.020
H -1.045298 3.644553 3.030054 -0.013 0.025 -0.022
S -2.546911 -1.955411 1.743888 0.084 -0.004 0.066
N -1.704336 0.572130 -0.010680 -0.009 -0.104 -0.044
N -3.281947 1.949605 1.086954 0.086 0.021 0.125
H 0.375029 -1.466933 -4.442126 0.004 -0.010 0.004
C -4.608846 0.228814 -3.050387 -0.003 0.003 0.021
H -4.002296 3.484391 2.354726 0.011 -0.012 0.016
H -5.444390 0.138822 -3.732852 0.002 0.002 -0.004
C -4.408842 1.049432 0.915608 -0.054 -0.025 0.052
C 2.788497 -3.828625 -2.246669 0.044 -0.051 0.035
H -5.035515 1.102900 1.808065 0.008 0.009 0.011
H -4.063955 0.025772 0.799885 -0.013 0.003 0.006
S 0.317899 -0.590675 2.872919 0.120 -0.065 -0.115
C 0.172219 -3.839009 -3.360842 -0.024 -0.037 -0.056
H -2.808097 3.989598 1.143576 0.093 0.019 0.026
C -2.878613 -0.839156 -1.694961 0.010 0.000 -0.013
C -2.530801 0.441182 -1.154714 -0.089 0.016 -0.087
O 1.066059 -0.417364 -0.041370 -0.098 -0.160 0.174
C -2.540017 -3.244049 -1.847239 0.022 0.020 0.050
Cl 2.717034 -2.147784 -4.366285 0.002 0.011 0.016
H 2.011139 -2.500531 1.297968 -0.007 0.005 -0.001
H 3.181359 -2.956472 0.040311 -0.003 -0.014 -0.005
C 0.380598 -2.429386 -1.175693 -0.001 -0.104 0.019
H -2.787817 2.542106 -1.395577 -0.005 -0.013 -0.031
H 1.023818 1.677392 1.399816 0.002 0.030 -0.011
H -4.076575 -4.334143 -2.900918 0.002 -0.002 -0.001
N -0.834043 -1.745114 -0.924992 0.196 0.215 -0.405
C -3.650539 3.331510 1.331948 0.083 -0.047 0.113
H 4.427980 -1.435157 -1.346772 0.002 -0.005 0.001
Cl 3.198225 -6.252558 -1.298937 0.005 0.013 -0.005
C 2.184990 -2.485265 -2.678402 0.000 0.045 0.000
H 4.040157 -0.422347 -2.751256 0.004 0.003 0.000
S -2.805208 -0.645054 3.314923 -0.024 -0.007 -0.006
C -3.728217 -3.353955 -2.601363 -0.026 0.012 -0.007
H -5.273560 -2.312569 -3.635342 0.001 -0.003 0.000
C -2.088088 -2.009484 -1.457799 0.006 -0.096 0.063
H 3.206805 -1.341161 0.751157 0.000 0.004 0.000
C 1.135547 -4.768069 -0.515147 0.021 0.052 -0.018
H 0.213366 -4.681988 -2.681760 -0.021 0.025 -0.033
V -0.600376 -0.999448 0.761502 -0.234 0.319 0.264
C 0.045388 -1.419957 -3.412030 -0.003 0.006 -0.054
H -1.985432 2.154713 3.325127 -0.078 0.010 -0.016
S -1.065038 -0.972746 4.343275 -0.009 -0.009 0.025
C -4.125381 1.451719 -2.683636 0.023 -0.011 -0.024
H 0.640947 3.363411 0.975141 -0.013 0.003 0.001
H -4.559834 2.355704 -3.091380 -0.003 0.000 -0.001
C 0.313774 2.325138 0.883968 0.042 0.004 -0.023
Cl 4.421620 -4.030094 -2.826531 -0.010 -0.013 0.019
N -1.010818 2.207404 1.474708 -0.060 0.043 -0.003
H 0.810878 -4.008729 -4.223995 0.004 0.006 0.000
C -2.010237 1.569729 0.841654 -0.038 -0.090 0.010
C 2.271600 -4.788826 -1.413977 0.041 0.031 -0.015
```
Positions in Å, forces in eV/Å.

Properties
Multiplicity   2
⟨S²⟩   0.80
DFT total energy   -5865.2990 Ha

---

A cluster of 2 separate species, C2H5NO3S in total in a non-equilibrium geometry, computed with wB97M-V/def2-TZVPD.

```
12
Properties=species:S:1:pos:R:3:forces:R:3
O 2.184537 -1.385866 -0.843319 0.211 -0.889 -1.031
H -0.492027 1.545915 1.031503 -0.911 -0.398 -0.171
H -1.666406 -2.630591 -0.179297 0.591 0.160 0.122
S 1.864054 -0.551558 0.283448 0.039 2.738 0.050
O 2.485688 1.062984 -0.005610 -0.631 -0.031 0.215
H 0.756574 1.332474 -1.263345 0.541 -0.806 1.524
C 1.098283 1.138178 -0.183322 0.343 -1.416 -2.098
C -0.567833 -2.421021 -0.128787 -1.794 1.154 4.086
N 0.409914 1.864151 0.768903 1.273 0.795 0.839
O -0.041049 -1.925165 0.858295 -1.638 -0.760 -0.679
H 1.014410 1.809435 1.576216 -0.180 0.455 0.569
H 0.030100 -2.655322 -0.897402 2.156 -1.002 -3.425
```
Positions in Å, forces in eV/Å.

Properties
DFT total energy   -757.7612 Ha

---

A cluster of 11 separate species, C42H77Cl4N14 in total in a non-equilibrium geometry, computed with wB97M-V/def2-TZVPD.

```
137
Properties=species:S:1:pos:R:3:forces:R:3
H -5.475932 2.873122 -5.596297 0.313 -0.324 -0.424
C 4.619308 -0.597088 1.652893 -0.126 -1.504 0.312
H 1.029098 3.967322 0.053143 0.123 0.356 -0.130
C -1.060462 3.737282 0.296503 -1.087 -0.877 0.595
H 0.127228 5.436682 0.580683 0.438 0.203 -0.419
C -5.569722 -0.404778 -2.235917 -0.751 -0.486 -3.004
N 3.671848 -3.742658 -2.516567 0.542 -3.112 -0.991
H 2.561968 -4.167428 -4.439257 -0.217 0.701 0.453
H 0.741868 0.811272 -6.539707 -0.132 0.063 0.096
Cl -3.803762 -4.336578 4.513543 0.520 0.477 0.702
H -2.748382 -0.007808 -7.340767 -0.009 0.160 -0.650
H 0.703828 -2.407208 1.590243 -0.880 -0.231 -1.221
H 5.710288 -6.327228 -2.621327 -0.024 0.026 -0.468
H -5.799892 -0.908458 -0.150797 0.367 -0.015 0.626
H -5.105902 0.072952 -4.935697 -0.206 0.333 -0.364
H -5.727652 -2.306318 8.398783 0.187 -0.440 0.420
H -2.045912 4.105002 0.010563 0.203 0.693 -0.249
N -4.882392 1.020492 -0.770377 -1.468 1.071 -0.929
C -2.848982 0.369132 7.966373 0.819 -2.626 1.059
C 5.489708 0.229082 2.560473 -0.463 1.671 -0.606
H -2.961412 -0.436278 -4.954227 0.306 0.021 -0.082
C -1.285872 0.027542 2.898243 -0.234 -2.113 0.294
H 3.569138 -1.808278 -2.599237 -0.926 0.851 0.070
N 6.819608 0.481322 1.979493 2.610 1.620 -1.852
H 8.922078 1.536092 -1.395117 0.470 -0.206 0.004
H 5.528318 -0.078608 3.605433 0.495 -0.510 -0.320
C -4.764142 1.579312 -2.010027 -0.349 -0.246 -0.261
C 8.063698 0.002992 2.416303 -0.103 1.074 -1.290
H 4.238208 -0.148128 0.735663 0.179 0.539 0.309
C -2.612152 -1.896848 7.329653 -0.076 5.677 2.762
H 0.802588 0.517032 0.486063 0.163 -0.104 -0.310
C 0.015108 0.558112 -5.781987 0.518 0.396 0.504
C 0.125018 4.563312 -0.071487 -0.772 -0.087 -0.307
H -3.882812 -1.937408 3.189953 -0.447 -0.479 -0.632
H -0.400312 -1.238568 -2.646887 -0.123 -1.002 0.281
H -2.188452 1.717742 -7.405667 -0.832 0.184 0.363
C -1.298642 -0.628738 -2.742857 1.756 -0.059 3.523
H -5.844272 -1.298138 -2.777137 -0.253 0.007 0.268
C 0.164668 0.344442 -4.461937 0.718 0.016 0.991
H -2.621192 1.418462 8.082203 0.228 -0.212 0.008
H -4.412272 -3.629138 8.348513 -0.222 0.334 0.440
H -4.465302 2.603152 -2.179877 0.079 -0.163 0.158
H 3.707368 -5.860178 -5.862287 0.642 0.103 -0.133
C -2.971292 -1.513038 2.795703 1.948 1.025 -1.040
C 9.042168 0.541282 1.588673 -1.151 -0.256 0.031
C -1.901242 0.674702 -7.272707 -0.538 0.854 -1.682
C 5.026948 -5.511168 -2.804367 -1.519 2.150 1.911
H -4.968032 0.078392 8.451373 0.081 -0.213 0.335
H 5.126378 -1.509738 1.339773 0.239 -0.100 0.058
H -1.199002 0.626122 -8.104927 0.088 -0.977 0.045
Cl -6.543332 -1.185448 3.104463 0.470 0.784 -0.178
N -3.858762 -1.659778 7.807503 1.579 -0.430 -0.575
H -2.087832 1.012862 -1.607547 -0.208 0.235 -0.166
H -1.418012 -0.130378 -0.555727 0.287 -0.284 0.031
H -0.196172 0.545322 7.748203 0.106 -0.104 0.034
C -5.401162 1.012572 -4.468767 -0.320 0.737 0.970
H -2.786812 0.795802 5.118313 -0.104 0.400 -0.304
H 10.108898 0.372992 1.575863 -0.121 0.060 0.152
H 1.943168 -2.594478 -2.157927 0.189 0.119 -0.357
N -0.363122 6.266982 -3.379107 -1.820 1.689 3.255
H 3.787638 -0.954788 2.259913 -0.279 0.187 -0.187
H -0.700372 8.392472 -3.539687 0.607 -0.347 0.547
N 0.007148 4.975352 -1.479007 -1.980 3.233 -6.459
N -1.912922 -0.622258 7.629203 -0.213 -2.736 -2.574
C -4.568902 1.787042 0.489963 1.009 -1.341 -1.331
H 5.159608 -6.676348 -5.041767 -0.156 0.124 -0.719
H 8.161018 -0.636618 3.281063 -0.033 0.054 -0.143
C -1.221422 0.358732 -1.509787 -2.314 -0.497 -0.029
N -1.093272 0.087902 -3.878017 0.018 1.828 -3.910
H -2.177842 -2.776848 6.878673 -0.253 -0.178 0.007
H 10.219678 1.927452 -0.183617 -0.073 0.524 -0.495
H -0.941532 6.921492 -1.326557 -0.091 0.255 -0.433
H -4.374352 2.977242 -4.279347 -0.010 -0.152 0.200
C -0.409692 -0.483378 7.457893 -0.101 -0.726 1.876
H 3.532468 -7.982468 -3.719097 -0.374 0.200 0.377
H 0.157938 7.703592 -4.916587 0.231 -0.512 0.329
H 3.552898 -8.449808 -5.305257 -0.297 0.299 -0.595
Cl -4.241052 -3.634468 0.229733 0.431 0.573 -0.648
H -2.181772 -1.259358 -2.845357 -0.061 0.137 0.677
H 1.127558 -1.270858 2.530063 0.586 1.286 -0.037
H -3.849362 1.956732 -5.586587 -0.179 0.521 -0.423
H -0.194602 -2.499228 8.323283 0.574 -0.242 -0.067
H -1.110702 3.706782 1.384923 0.138 -0.584 0.086
H -6.455012 1.249262 -4.615387 -0.189 -0.937 0.280
H 2.215428 -0.601448 0.352383 0.009 0.202 0.388
C -5.494812 -0.205968 -0.912267 0.815 0.040 -0.359
C -0.599152 6.154002 -2.004897 2.843 -1.137 0.407
H -5.240722 -3.103068 6.933093 0.487 0.429 -0.530
C 0.277418 4.317292 -2.723127 1.655 -0.694 1.066
C 3.324098 -4.366138 -3.700297 1.340 -1.082 1.508
N 4.081628 -5.471688 -3.887517 1.716 3.369 4.498
H 1.039618 0.498232 -3.847747 -0.008 -0.234 -0.043
N -0.835542 -1.034648 2.136123 -1.426 1.246 -1.345
C 1.129318 -0.518618 0.392363 -0.662 -1.324 0.982
Cl -0.163542 2.548362 5.180513 0.041 -0.266 -0.374
C 0.561778 -1.326548 1.600063 -0.581 0.304 2.016
H -3.498112 1.584222 0.509273 0.396 1.101 0.388
H -1.035512 2.749142 -0.162897 0.250 -0.160 0.361
C 9.176208 2.055852 -0.471337 -0.888 -1.015 0.203
C 4.117858 -6.360628 -4.985277 -1.151 -1.981 -0.809
H -0.070292 -0.560938 6.424993 -0.443 -0.295 -0.008
N -1.304142 0.462902 -6.036177 1.096 -0.117 -1.533
H -1.564432 7.494972 -4.630317 0.022 -0.603 -0.263
H -4.901182 2.809472 0.310113 0.289 -0.118 0.520
C -3.979982 -0.325088 8.285973 -0.675 -0.688 -2.120
H 0.793558 -1.020538 -0.515077 -0.350 0.528 -0.131
H 1.406598 -1.601668 8.153213 -0.154 -0.256 0.210
H -1.839432 -2.645958 1.169163 -0.597 -0.320 0.331
N -2.524252 -0.318058 3.363493 1.442 0.594 -1.287
C 3.237398 -7.602098 -4.697027 1.059 -0.477 0.446
H 8.820888 3.072282 -0.640777 0.320 0.061 0.713
C -1.967882 -1.842638 1.879503 0.376 -0.794 1.592
H -3.728472 1.413502 3.639483 0.947 0.500 -0.018
H -4.301092 0.113172 4.380523 0.143 -0.876 0.335
H 5.147468 -3.974368 -0.974607 0.255 -0.632 -0.077
N 8.442258 1.343132 0.621283 -2.940 -0.340 1.811
H 0.214378 -1.260928 9.489813 0.260 0.092 -0.094
H 6.311418 1.817222 0.292173 0.098 0.064 0.201
H -4.887992 1.306112 1.414613 -1.042 -0.133 -0.360
H 5.045298 1.222312 2.624393 -0.109 0.088 0.153
C 7.068298 1.338952 0.896153 2.050 -1.922 1.173
C -0.586772 7.495412 -4.148357 -1.342 0.895 -0.358
C 3.024948 -2.560858 -2.028637 0.390 1.216 -0.185
H 0.859438 3.410542 -2.649327 -0.417 -0.252 -0.321
C 4.762178 -4.428098 -1.875757 -2.040 -1.570 -4.929
N -5.191922 0.739612 -3.004427 0.640 0.242 3.829
C -1.974402 0.001642 -4.974967 -1.261 -0.200 2.097
C -4.868792 -2.749498 7.894733 -0.418 0.472 -0.256
C -3.327522 0.568702 4.199533 -1.005 -0.353 0.148
H 2.158218 -7.455388 -4.741247 0.200 0.154 -0.069
C 0.359588 -1.569868 8.454643 -1.969 1.939 -1.704
H 0.262138 4.900522 -4.902357 0.051 0.027 0.204
C -4.734882 2.292472 -5.046937 0.557 -0.851 0.871
H -0.388432 1.052792 -1.397987 0.488 -0.556 -0.592
H 3.207258 -2.328548 -0.979397 0.207 -0.662 0.022
H -0.746812 0.936112 3.122563 0.063 -0.012 0.548
C 0.080408 5.107672 -3.858107 0.801 -2.081 2.298
```
Positions in Å, forces in eV/Å.

Properties
Net charge   +2
Multiplicity   2
⟨S²⟩   0.76
DFT total energy   -4252.8962 Ha

---

Q: The highest DFT total energy belongs to which entry?
A: C2H5NO3S

---

Q: The highest DFT total energy belongs to which entry?
A: C2H5NO3S

---

Q: What is the formula in the fourth record?
A: C42H77Cl4N14

---

Q: Which formula does entry 3 have?
A: C2H5NO3S